The following is a quantum chemistry calculation of 3 unconnected molecules or ions with the total composition C2H2N2O4, from OMol25.

XYZ file:
```
10
Properties=species:S:1:pos:R:3:lowdin_charge:R:1
C 1.05 -0.41 -0.22 -0.055
C -1.91 -1.65 1.19 -0.434
N 1.36 -0.59 0.87 0.089
N 1.01 1.73 -1.56 -0.135
O -1.57 -1.56 0.08 0.171
O -0.43 1.60 -1.65 -0.036
O -2.17 -1.60 2.30 0.216
O 1.38 2.37 -0.66 0.024
H 1.72 -0.75 1.85 0.141
H -0.45 0.88 -2.21 0.018
```

Summary:
Total energy ... -487.76170 Ha
HOMO level ... -10.05 eV
Orbital gap ... 10.434 eV
LUMO energy ... 0.014 Ha
Relative energy (zero: lowest compared OMol25 entry of this formula, charge and spin) ... 2.504 eV



The following is a quantum chemistry calculation of a single CH2N4O molecule, from OMol25.

XYZ file:
```
8
Properties=species:S:1:pos:R:3:lowdin_charge:R:1
O -1.76 -0.49 -0.04 0.060
N -0.35 -0.40 0.05 -0.175
C 0.39 0.73 -0.05 -0.161
N 1.63 0.39 -0.03 -0.015
N 1.74 -0.93 0.00 -0.012
N 0.49 -1.42 -0.03 0.053
H -2.03 0.47 0.04 0.139
H -0.11 1.65 0.06 0.111
```

Summary:
Total energy ... -333.43974 Ha
HOMO level ... -10.91 eV
Orbital gap ... 10.987 eV
LUMO energy ... 0.003 Ha
Relative energy (zero: lowest compared OMol25 entry of this formula, charge and spin) ... 2.941 eV
SMILES string ... On1cnnn1



The following is a quantum chemistry calculation of a single C4H9N molecule, from OMol25.

XYZ file:
```
14
Properties=species:S:1:pos:R:3:lowdin_charge:R:1
C 1.52 -0.09 0.26 -0.077
C 0.39 -0.15 -0.72 -0.415
C -0.61 0.93 -0.33 -0.169
C -1.44 -0.16 0.35 -0.193
N -0.59 -1.19 -0.38 -0.017
H 1.15 0.22 1.27 0.088
H 2.17 0.77 0.05 0.087
H 2.05 -1.00 0.26 0.058
H 0.71 -0.23 -1.73 0.118
H -0.27 1.74 0.36 0.108
H -1.13 1.35 -1.22 0.111
H -2.54 -0.20 0.19 0.104
H -1.15 -0.04 1.46 0.117
H -0.27 -1.94 0.19 0.080
```

Summary:
Total energy ... -212.50945 Ha
HOMO level ... -8.87 eV
Orbital gap ... 10.058 eV
LUMO energy ... 0.044 Ha
Relative energy (zero: lowest compared OMol25 entry of this formula, charge and spin) ... 1.135 eV
SMILES string ... C[C@@H]1CCN1



The following is a quantum chemistry calculation of a single C9H16N2O4 molecule, from OMol25.

XYZ file:
```
31
Properties=species:S:1:pos:R:3:lowdin_charge:R:1
C -2.47 -0.59 1.75 -0.008
C -2.65 -0.90 0.29 -0.260
O -4.10 -0.80 -0.30 -0.070
C -1.78 -0.26 -0.76 -0.174
N -0.37 -0.18 -0.29 0.106
C 0.64 -0.91 -0.74 -0.439
O 0.52 -1.53 -1.77 0.083
C 1.92 -0.73 0.11 -0.266
C 1.98 0.75 0.57 -0.179
C 3.35 1.28 0.33 -0.168
C 3.98 0.23 -0.60 -0.182
N 3.06 -0.90 -0.70 0.000
C -2.18 1.14 -0.98 -0.434
O -1.53 1.96 -0.33 0.094
O -3.41 1.48 -1.42 0.079
H -1.44 -0.75 2.03 0.089
H -2.56 0.47 2.01 0.098
H -3.19 -0.94 2.39 0.061
H -2.36 -1.87 0.15 0.118
H -4.61 -1.11 0.51 0.114
H -1.72 -0.87 -1.61 0.146
H -0.47 0.30 0.50 0.055
H 1.83 -1.34 1.10 0.169
H 1.32 0.89 1.41 0.101
H 1.24 1.39 -0.06 0.136
H 3.17 2.30 -0.06 0.106
H 4.03 1.33 1.32 0.148
H 4.44 0.65 -1.46 0.108
H 4.73 -0.09 0.00 0.062
H 2.63 -1.04 -1.61 0.108
H -4.00 0.64 -1.77 0.200
```

Summary:
Total energy ... -762.91160 Ha
HOMO level ... -8.82 eV
Orbital gap ... 9.166 eV
LUMO energy ... 0.013 Ha
Relative energy (zero: lowest compared OMol25 entry of this formula, charge and spin) ... 4.047 eV
SMILES string ... C[C@@H](O)[C@H](NC(=O)[C@@H]1CCCN1)C(=O)O



no.,maximum force (eV/A)
1,5.19
2,3.64
3,2.20
4,4.52